{
  "formula": "C30H19IrN8O2Se",
  "method": "ωB97M-V with the def2-TZVPD basis set",
  "elements": ["Ir", "O", "N", "N", "O", "C", "C", "C", "C", "C", "C", "H", "H", "H", "H", "H", "C", "C", "N", "C", "C", "C", "C", "C", "C", "C", "C", "C", "N", "C", "H", "H", "H", "H", "H", "H", "H", "H", "Se", "N", "C", "C", "C", "C", "C", "N", "C", "C", "N", "C", "C", "C", "C", "C", "N", "H", "H", "H", "H", "H", "H"],
  "positions_angstrom": [[-0.099, -0.069, 0.044], [2.006, 0.713, 0.348], [2.447, 1.030, 1.466], [1.667, 0.903, 2.490], [0.462, 0.486, 2.336], [2.143, 1.280, 3.749], [1.237, 1.595, 4.774], [1.719, 1.914, 6.025], [3.095, 1.896, 6.269], [3.993, 1.614, 5.239], [3.531, 1.319, 3.976], [0.178, 1.597, 4.568], [1.041, 2.183, 6.819], [3.470, 2.098, 7.260], [5.054, 1.615, 5.434], [4.215, 1.082, 3.176], [-0.210, -4.308, 1.692], [-0.307, -2.925, 1.528], [0.122, -2.317, 0.438], [0.707, -3.028, -0.549], [0.815, -4.440, -0.481], [0.324, -5.070, 0.677], [1.432, -5.143, -1.557], [1.975, -4.477, -2.610], [1.937, -3.054, -2.681], [2.557, -2.319, -3.710], [2.491, -0.945, -3.690], [1.785, -0.315, -2.657], [1.192, -0.986, -1.692], [1.270, -2.329, -1.664], [-0.552, -4.758, 2.610], [-0.733, -2.303, 2.304], [0.378, -6.146, 0.769], [1.483, -6.222, -1.500], [2.468, -5.017, -3.404], [3.090, -2.842, -4.490], [2.965, -0.350, -4.454], [1.713, 0.763, -2.625], [-7.964, -0.094, -1.222], [-6.578, -0.464, -2.239], [-5.465, -0.249, -1.580], [-4.141, -0.424, -2.098], [-3.921, -0.851, -3.413], [-2.624, -0.931, -3.871], [-1.588, -0.600, -3.000], [-1.775, -0.250, -1.733], [-3.031, -0.142, -1.269], [-3.231, 0.293, 0.106], [-2.153, 0.535, 0.867], [-2.323, 0.979, 2.107], [-3.570, 1.169, 2.693], [-4.696, 0.899, 1.946], [-4.533, 0.470, 0.624], [-5.659, 0.210, -0.223], [-6.916, 0.342, 0.123], [-4.774, -1.086, -4.031], [-2.408, -1.232, -4.886], [-0.572, -0.615, -3.363], [-1.424, 1.180, 2.668], [-3.643, 1.520, 3.710], [-5.696, 1.012, 2.338]],
  "gap_ha": [0.1519, 0.1655],
  "largest_force_ev_per_a": 3.193,
  "e_tot_ha": -4247.77705,
  "multiplicity": 2,
  "s2": 0.85,
  "total_charge": 3
}